C19H30As3F5MnNSe | the ωB97M-V functional and the def2-TZVPD basis

Output
* spin multiplicity: 2
* lowest unoccupied orbital energy (alpha / beta): -0.3962 / -0.3969 Eh
* HOMO level (alpha / beta): -17.24 / -17.24 eV
* net charge: +3
* energy above the lowest of the compared OMol25 structures with the same formula, charge and spin: 0.0 kcal/mol

```
60
C19H30As3F5MnNSe, DFT the ωB97M-V functional and the def2-TZVPD basis
Mn -0.8356 -0.2784 -1.0670
C 0.4873 3.1143 -0.6586
As -0.9217 1.9406 -0.0382
C -2.5181 2.9950 -0.2968
C -0.7659 1.9483 1.9290
C 0.1663 0.9448 2.6217
C 1.5581 0.9651 1.9841
C -0.4165 -0.4733 2.6397
As -0.4459 -1.5433 0.9811
C 1.2627 -2.4570 0.9425
C -1.6806 -2.9494 1.4553
C 0.3871 1.4089 4.0924
As -1.0532 1.3371 5.4168
C -1.1433 -0.3444 6.3488
C -2.8031 1.9121 4.8468
H 0.4528 4.0523 -0.1052
H 0.3236 3.3261 -1.7147
H 1.4607 2.6476 -0.5265
H -2.4327 3.9366 0.2452
H -3.3913 2.4519 0.0587
H -2.6332 3.2021 -1.3595
H -1.7899 1.8283 2.2839
H -0.4465 2.9643 2.1768
H 1.5009 0.6688 0.9344
H 2.2378 0.2788 2.4918
H 1.9983 1.9628 2.0290
H -1.4584 -0.4520 2.9695
H 0.1463 -1.0846 3.3521
H 1.2271 -3.2252 0.1708
H 1.4460 -2.9366 1.9036
H 2.0649 -1.7567 0.7240
H -1.6770 -3.6938 0.6602
H -2.6887 -2.5542 1.5683
H -1.3573 -3.4191 2.3836
H 0.7274 2.4467 4.1054
H 1.1740 0.8102 4.5579
H -0.1415 -0.6385 6.6548
H -1.5814 -1.1037 5.6985
H -1.7751 -0.2093 7.2257
H -2.7293 2.8820 4.3608
H -3.4241 1.9927 5.7384
H -3.2387 1.1721 4.1712
F -7.6692 -0.8931 2.1247
C -6.6263 -0.8638 1.3365
C -6.7217 -1.3095 0.0230
F -7.8623 -1.7692 -0.4371
C -5.6028 -1.2691 -0.7927
F -5.7039 -1.7041 -2.0369
C -4.3710 -0.7825 -0.3284
Se -2.9474 -0.8116 -1.5576
C -4.3159 -0.3442 0.9873
F -3.1570 0.1588 1.4769
C -5.4112 -0.3779 1.8157
F -5.3013 0.0654 3.0647
C 3.1623 -0.5109 -3.3446
C 2.0046 -0.3919 -2.4889
N 1.0767 -0.2940 -1.8164
H 3.5468 0.4806 -3.5865
H 2.8781 -1.0203 -4.2672
H 3.9345 -1.0921 -2.8388
```

Mulliken population analysis, charges in e, atoms 1 to 2: atom 1 (Mn): -0.054, atom 2 (C): -1.226